1.
Computed, not measured: a single C2H7N3O2 molecule at a distorted geometry, with ωB97M-V/def2-TZVPD.

```
14
Properties=species:S:1:pos:R:3:forces:R:3
C -0.98343 1.21690 -0.09309 -0.8492 1.5777 -2.0033
N -0.38976 -0.07075 -0.32110 0.5779 -1.1506 -0.3245
C -1.16018 -1.23086 0.14155 0.1551 0.9896 0.4445
N 0.98137 -0.16887 -0.07979 0.1210 1.2191 -0.4092
O 1.53063 -1.23991 -0.29645 0.7739 -1.7665 -0.1335
N 1.59749 0.89802 0.16989 0.4230 2.0530 0.2120
O 3.00586 0.79614 0.03764 -2.6202 -1.4207 0.3479
H -0.31298 2.06245 -0.49198 -1.0056 -1.5148 0.6263
H -1.99120 1.27609 -0.73920 2.1032 -0.2747 1.8573
H -1.09338 1.33917 0.97962 -0.6031 0.5198 0.1612
H -0.70378 -2.17851 0.18934 1.7500 -0.6096 0.1412
H -1.61268 -1.05341 1.10268 -0.3125 0.2615 0.4666
H -1.88562 -1.46174 -0.57278 -1.6216 0.3116 -1.1485
H 3.01766 -0.18471 -0.02634 1.1081 -0.1954 -0.2379
```
Forces are in eV/Å.

Summary:
- HOMO energy (eV) = -9.32
- 2S+1 = 1
- energy (Ha) = -394.96472
- gap between HOMO and LUMO (eV) = 10.19
- LUMO (eV) = 0.88
- net charge = 0
- M (g/mol) = 105.1

---

2.
Computed, not measured: a single C2HN5S molecule at a distorted geometry, with ωB97M-V/def2-TZVPD.

```
9
Properties=species:S:1:pos:R:3:forces:R:3
N 2.24177 -1.36094 1.29576 0.2700 -0.2413 -0.0537
C 2.09827 -0.96989 0.22443 -0.9816 1.5502 -2.2014
S 1.44964 -0.09235 -1.29210 0.7198 -1.0915 2.8408
N 0.04528 0.40740 -0.47832 -0.9090 -0.7765 0.2821
C -1.03128 -0.35237 -0.15473 -2.3504 -0.9518 -1.9129
N -1.88968 0.42736 0.46965 -0.7148 -1.8342 -0.2417
N -1.33660 1.63270 0.58367 0.6540 -0.3000 0.2816
N -0.18321 1.60928 0.07637 2.0219 2.0252 -0.6443
H -1.39418 -1.30117 -0.72472 1.2902 1.6198 1.6494
```
Forces are in eV/Å.

Summary:
- HOMO energy (eV) = -11.05
- 2S+1 = 1
- energy (Ha) = -748.66575
- gap between HOMO and LUMO (eV) = 10.30
- LUMO (eV) = -0.75
- net charge = 0
- M (g/mol) = 127.1

---

3.
Computed, not measured: C16H18BrN2PtS2 as an isolated structure at a distorted geometry, with ωB97M-V/def2-TZVPD.

```
40
Properties=species:S:1:pos:R:3:forces:R:3
Pt -1.37409 -1.45841 -0.58520 -0.9164 -0.2566 0.1841
C -0.26312 0.64716 -2.43153 -0.1592 0.4320 1.6293
N -0.44704 1.26341 -1.04427 1.6403 -1.0791 -0.6193
C 0.76566 1.63731 -0.24205 -1.6872 0.3366 -0.1079
C 1.22246 0.63971 0.83767 -0.0045 -0.1667 1.0271
N 1.75304 -0.64548 0.38789 -0.0726 -0.2222 -1.0536
C 2.70191 -0.67569 -0.73216 -0.0285 0.3674 0.2847
C 1.71830 -1.86648 1.11521 -1.5094 -0.1740 -0.4454
C 2.30301 -1.96865 2.36155 0.2874 -0.7539 -0.2924
C 2.43705 -3.22109 2.96508 -1.0927 -0.5572 0.1917
C 1.68948 -4.32743 2.49832 1.4498 0.4013 -0.3409
C 1.13386 -4.23597 1.21652 0.1934 0.1598 1.3559
C 1.06492 -3.02715 0.53480 2.1429 0.5940 1.9967
S 0.15914 -3.02417 -0.88780 -0.6474 0.1208 -1.3925
C -1.61159 1.98414 -0.85959 -2.6517 0.1525 -0.2326
C -1.67313 3.36249 -0.58779 0.3743 -0.2202 -0.0784
C -2.88418 4.05747 -0.55424 -0.0316 -0.2378 -0.1145
C -4.09903 3.43102 -0.82868 0.0291 0.1899 -0.3517
C -4.09493 2.07100 -1.13827 0.2374 1.0630 0.6029
C -2.92109 1.32356 -1.03799 0.9738 1.9133 -0.2666
S -3.24715 -0.31620 -1.30971 0.6140 -1.9236 -0.1468
H 0.41157 1.25707 -3.02965 0.2424 0.1583 -0.0504
H 0.08662 -0.39893 -2.35892 0.0598 0.6291 -0.0554
H -1.24184 0.62283 -2.90349 0.0592 0.0255 -0.0373
H 1.58323 1.91924 -0.90923 0.0502 0.0188 -0.0783
H 0.42657 2.55174 0.32692 0.8089 -0.9398 -0.4772
H 1.99897 1.20688 1.41598 -0.2043 -0.1759 -0.2319
H 0.35684 0.47577 1.54638 1.0572 -0.0490 -0.9019
H 3.17275 -1.68018 -0.80451 -0.3782 0.7105 0.0471
H 2.23195 -0.42787 -1.69458 -0.0209 -0.2147 0.1094
H 3.50295 0.08411 -0.59637 -0.1117 -0.3321 0.1036
H 2.67817 -1.07648 2.84329 0.3888 0.0033 -0.1328
H 3.14838 -3.33528 3.76879 -0.3657 0.0325 0.5682
H 1.66670 -5.28944 3.04943 0.2409 0.7255 -0.4791
H 0.75056 -5.13865 0.78831 -0.5621 -0.1897 -0.3121
H -0.74220 3.93857 -0.43623 -0.5932 -0.3885 -0.1589
H -2.83579 5.12518 -0.41026 -0.1346 0.1725 0.2064
H -5.02807 4.01657 -0.85771 0.4297 -0.2831 0.0062
H -4.99643 1.53140 -1.43146 0.1271 0.2913 0.2874
Br -1.50438 -1.03308 2.01555 -0.2349 -0.3339 -0.2428
```
Forces are in eV/Å.

Summary:
- <S²> = 2.015
- HOMO energy (spin up / spin down) (eV) = -3.77 / -4.00
- 2S+1 = 3
- energy (Ha) = -4219.73045
- gap between HOMO and LUMO (spin up / spin down) (eV) = 6.59 / 5.75
- LUMO (spin up / spin down) (eV) = 2.83 / 1.76
- net charge = -1
- M (g/mol) = 577.5

---

Summary of energy above the lowest of the compared OMol25 structures with the same formula, charge and spin in kcal/mol
150.78, 0.00, 21.50
(order as listed above)